1.
{"formula": "C48H81N8O8", "method": "ωB97M-V/def2-TZVPD", "total_charge": 3, "max_force_ev_per_a": 8.64, "lumo_ev": -9.195, "homo_ev": -10.855, "symbols": ["C", "C", "C", "C", "C", "C", "N", "O", "C", "C", "C", "H", "H", "H", "H", "H", "H", "H", "H", "H", "H", "H", "H", "H", "H", "H", "H", "H", "H", "C", "C", "C", "C", "C", "C", "N", "O", "C", "C", "C", "H", "H", "H", "H", "H", "H", "H", "H", "H", "H", "H", "H", "H", "H", "H", "H", "H", "H", "C", "N", "C", "C", "C", "C", "C", "C", "C", "C", "N", "C", "C", "C", "H", "H", "H", "H", "H", "H", "H", "H", "H", "H", "H", "H", "H", "H", "C", "C", "N", "C", "C", "N", "C", "C", "H", "H", "H", "H", "H", "H", "H", "H", "H", "H", "H", "C", "C", "N", "C", "C", "N", "C", "C", "H", "H", "H", "H", "H", "H", "H", "H", "H", "H", "H", "C", "C", "O", "O", "H", "H", "H", "C", "C", "O", "O", "H", "H", "H", "C", "C", "O", "O", "H", "H", "H"], "positions_angstrom": [[-3.525, -5.085, -2.788], [-3.775, -3.608, -3.310], [-5.326, -3.259, -3.442], [-5.764, -1.864, -3.479], [-5.355, -1.169, -2.215], [-3.807, -1.208, -1.935], [-3.304, -2.659, -2.202], [-2.103, -3.045, -1.732], [-3.585, -0.769, -0.458], [-3.062, -0.278, -2.835], [-2.908, -3.322, -4.536], [-4.066, -5.320, -1.872], [-2.503, -5.213, -2.432], [-3.891, -5.871, -3.449], [-5.746, -3.858, -2.633], [-5.647, -3.790, -4.338], [-6.812, -1.875, -3.777], [-5.289, -1.442, -4.364], [-5.830, -1.655, -1.362], [-5.769, -0.161, -2.184], [-4.043, 0.210, -0.314], [-2.544, -0.677, -0.148], [-3.930, -1.465, 0.307], [-3.175, -0.413, -3.911], [-1.977, -0.377, -2.799], [-3.294, 0.766, -2.625], [-3.395, -2.677, -5.267], [-2.651, -4.186, -5.148], [-1.899, -2.936, -4.389], [3.561, -1.822, -4.613], [4.490, -2.587, -3.572], [5.168, -1.581, -2.617], [4.108, -0.890, -1.699], [3.641, -2.002, -0.821], [2.838, -3.131, -1.582], [3.519, -3.482, -2.856], [3.181, -4.607, -3.605], [1.418, -2.582, -1.830], [2.800, -4.406, -0.601], [5.584, -3.437, -4.298], [4.193, -1.189, -5.237], [2.799, -1.253, -4.080], [2.932, -2.463, -5.231], [5.632, -0.862, -3.292], [6.075, -1.987, -2.168], [3.307, -0.302, -2.148], [4.473, -0.014, -1.164], [3.103, -1.520, -0.003], [4.430, -2.417, -0.193], [0.733, -2.932, -1.058], [1.128, -3.043, -2.774], [1.212, -1.514, -1.891], [2.417, -5.317, -1.061], [2.109, -4.165, 0.206], [3.811, -4.462, -0.200], [5.096, -4.054, -5.051], [6.137, -4.111, -3.644], [6.435, -2.894, -4.710], [3.723, 5.773, 1.434], [2.236, 5.826, 1.634], [1.618, 6.880, 2.242], [0.215, 6.841, 2.511], [-0.533, 5.748, 2.099], [0.114, 4.703, 1.456], [1.503, 4.723, 1.363], [-1.897, 5.764, 2.363], [-2.531, 4.688, 2.975], [-3.886, 4.655, 3.221], [-4.665, 5.705, 2.769], [-4.041, 6.768, 2.175], [-2.711, 6.836, 2.033], [-6.130, 5.678, 2.766], [4.190, 4.827, 1.707], [4.294, 6.480, 2.036], [3.862, 5.933, 0.365], [2.149, 7.820, 2.206], [-0.230, 7.720, 2.954], [-0.460, 3.833, 1.171], [2.070, 3.942, 0.879], [-1.999, 3.796, 3.271], [-4.296, 3.742, 3.626], [-4.732, 7.549, 1.892], [-2.271, 7.706, 1.568], [-6.656, 6.602, 2.526], [-6.331, 5.414, 3.804], [-6.641, 4.945, 2.142], [-1.911, -4.841, 5.539], [-2.690, -4.243, 4.424], [-2.760, -2.750, 4.323], [-1.820, -1.908, 3.732], [-2.321, -0.590, 3.887], [-3.578, -0.607, 4.558], [-3.804, -2.001, 4.703], [-4.525, 0.443, 4.787], [-0.858, -4.920, 5.270], [-2.227, -5.852, 5.799], [-1.854, -4.219, 6.432], [-3.718, -4.604, 4.389], [-2.116, -4.474, 3.527], [-1.045, -2.414, 3.174], [-2.026, 0.345, 3.436], [-4.804, -2.344, 4.924], [-4.635, 1.079, 3.908], [-4.185, 1.183, 5.510], [-5.475, 0.087, 5.183], [6.140, -3.748, 2.774], [4.879, -3.530, 3.601], [4.040, -2.371, 3.154], [2.659, -2.253, 3.234], [2.327, -0.934, 2.768], [3.515, -0.264, 2.412], [4.538, -1.083, 2.648], [3.475, 1.102, 1.912], [6.810, -4.491, 3.206], [6.767, -2.856, 2.785], [6.018, -4.010, 1.723], [5.253, -3.376, 4.613], [4.248, -4.419, 3.628], [2.143, -3.105, 3.652], [1.363, -0.516, 2.517], [5.544, -0.790, 2.385], [4.496, 1.480, 1.866], [2.834, 1.698, 2.562], [3.111, 1.174, 0.887], [-0.063, 1.677, -0.677], [-0.115, 0.761, 0.599], [0.018, 1.300, 1.700], [-0.254, -0.430, 0.448], [0.473, 2.587, -0.409], [-1.106, 1.853, -0.941], [0.373, 1.182, -1.545], [2.820, 3.465, -2.343], [4.148, 3.511, -1.644], [4.416, 2.802, -0.678], [4.833, 4.474, -2.028], [2.389, 2.482, -2.532], [2.744, 3.842, -3.363], [2.145, 4.067, -1.734], [-0.622, 2.624, -4.688], [-0.546, 4.032, -5.178], [0.625, 4.522, -5.222], [-1.573, 4.590, -5.689], [0.140, 2.120, -5.282], [-1.618, 2.188, -4.757], [-0.356, 2.606, -3.631]]}


2.
{"formula": "C48H82BN23O4P", "method": "ωB97M-V/def2-TZVPD", "total_charge": -1, "max_force_ev_per_a": 2.93, "lumo_ev": 1.640, "homo_ev": -3.143, "symbols": ["C", "N", "C", "B", "O", "P", "O", "C", "C", "C", "N", "C", "O", "C", "C", "N", "O", "H", "H", "H", "H", "H", "H", "H", "H", "H", "H", "H", "H", "H", "H", "H", "H", "H", "H", "H", "H", "H", "H", "C", "C", "N", "H", "H", "H", "C", "C", "N", "H", "H", "H", "C", "C", "N", "H", "H", "H", "C", "C", "N", "H", "H", "H", "C", "C", "N", "H", "H", "H", "C", "C", "N", "H", "H", "H", "C", "C", "N", "H", "H", "H", "C", "C", "N", "H", "H", "H", "C", "C", "N", "H", "H", "H", "C", "C", "N", "H", "H", "H", "C", "C", "N", "H", "H", "H", "C", "C", "N", "H", "H", "H", "C", "C", "N", "H", "H", "H", "C", "C", "N", "H", "H", "H", "C", "C", "N", "H", "H", "H", "C", "C", "N", "H", "H", "H", "C", "C", "N", "H", "H", "H", "C", "C", "N", "H", "H", "H", "C", "C", "N", "H", "H", "H", "C", "C", "N", "H", "H", "H"], "positions_angstrom": [[0.928, 0.712, 3.841], [-0.008, 1.755, 3.306], [0.677, 2.254, 2.079], [-0.066, 2.822, 4.371], [1.207, 3.361, 4.813], [-1.684, 3.549, 5.164], [-2.375, 2.004, 5.677], [-3.753, 2.151, 5.375], [-4.703, 0.903, 5.583], [-3.977, -0.450, 5.711], [-3.482, -1.122, 4.736], [-3.763, 2.662, 3.853], [-3.523, 1.680, 2.863], [-4.978, 3.669, 3.668], [-6.281, 3.065, 3.041], [-6.075, 2.486, 1.701], [-2.621, 3.527, 3.689], [0.672, 0.420, 4.883], [1.978, 1.110, 3.806], [0.892, -0.167, 3.146], [1.599, 2.856, 2.324], [-0.026, 2.835, 1.440], [1.069, 1.340, 1.555], [1.353, 4.186, 4.323], [-0.926, 3.471, 6.427], [-1.096, 4.848, 4.769], [-2.655, 4.370, 5.867], [-4.151, 2.887, 6.121], [-5.276, 1.053, 6.533], [-5.461, 0.925, 4.761], [-3.904, -0.896, 6.738], [-3.064, -1.973, 5.133], [-4.067, 0.889, 3.004], [-5.262, 4.053, 4.682], [-4.639, 4.554, 3.081], [-7.004, 3.915, 2.913], [-6.803, 2.337, 3.717], [-5.753, 1.528, 1.829], [-6.931, 2.462, 1.147], [-0.899, 0.867, -0.477], [0.354, 1.303, -1.137], [1.337, 1.639, -1.645], [-1.628, 0.573, -1.231], [-0.695, 0.019, 0.176], [-1.308, 1.684, 0.118], [1.433, -1.469, -4.071], [0.139, -2.186, -4.008], [-0.869, -2.746, -3.959], [1.368, -0.540, -3.501], [2.222, -2.089, -3.646], [1.674, -1.234, -5.108], [3.573, -3.140, -0.152], [3.747, -3.154, -1.622], [3.870, -3.165, -2.770], [3.639, -2.116, 0.215], [2.600, -3.551, 0.110], [4.352, -3.733, 0.322], [7.686, -5.124, -0.347], [7.163, -4.393, 0.830], [6.760, -3.821, 1.755], [8.185, -4.429, -1.020], [8.399, -5.882, -0.023], [6.866, -5.608, -0.876], [-9.384, 1.666, -1.356], [-9.125, 2.732, -0.361], [-8.922, 3.556, 0.423], [-8.495, 1.058, -1.485], [-10.205, 1.030, -1.024], [-9.647, 2.117, -2.312], [5.264, -1.841, -5.614], [4.550, -1.692, -6.902], [3.986, -1.575, -7.902], [4.578, -1.660, -4.788], [5.663, -2.851, -5.527], [6.086, -1.127, -5.561], [4.051, -5.529, 4.175], [3.373, -5.390, 2.868], [2.830, -5.281, 1.855], [3.338, -5.339, 4.978], [4.449, -6.536, 4.284], [4.868, -4.812, 4.244], [-5.398, 2.931, -1.863], [-6.289, 1.979, -2.564], [-6.994, 1.242, -3.111], [-5.967, 3.494, -1.125], [-4.601, 2.391, -1.356], [-4.959, 3.619, -2.580], [7.176, -5.687, 7.322], [6.363, -6.711, 6.621], [5.728, -7.513, 6.084], [6.528, -5.054, 7.927], [7.905, -6.174, 7.968], [7.700, -5.068, 6.596], [-0.315, 4.826, -2.887], [-1.608, 4.112, -2.823], [-2.605, 3.533, -2.764], [-0.367, 5.744, -2.302], [0.474, 4.191, -2.481], [-0.079, 5.075, -3.923], [8.351, -9.773, 4.868], [8.967, -8.572, 5.472], [9.436, -7.629, 5.942], [8.959, -10.650, 5.086], [7.352, -9.918, 5.279], [8.279, -9.647, 3.789], [5.360, -5.177, -8.943], [5.770, -5.686, -7.614], [6.089, -6.080, -6.577], [5.301, -4.088, -8.918], [6.089, -5.477, -9.695], [4.386, -5.579, -9.213], [-11.221, -0.028, -4.467], [-10.995, -0.718, -3.177], [-10.820, -1.265, -2.170], [-11.993, 0.731, -4.350], [-10.297, 0.448, -4.796], [-11.539, -0.749, -5.220], [0.265, 3.970, -7.358], [0.473, 5.110, -6.439], [0.636, 6.003, -5.724], [1.158, 3.345, -7.380], [-0.580, 3.370, -7.023], [0.064, 4.340, -8.363], [1.536, 7.611, -9.289], [0.679, 6.619, -9.977], [0.010, 5.841, -10.507], [0.927, 8.232, -8.633], [2.289, 7.097, -8.693], [2.031, 8.244, -10.024], [-0.545, -4.726, 2.850], [-0.159, -5.236, 4.185], [0.143, -5.634, 5.226], [-0.591, -3.637, 2.870], [0.192, -5.039, 2.111], [-1.522, -5.117, 2.569], [1.828, -4.476, -11.225], [2.802, -5.576, -11.043], [3.565, -6.431, -10.902], [1.380, -4.218, -10.266], [2.332, -3.599, -11.629], [1.044, -4.788, -11.914], [-7.178, 7.337, 0.202], [-6.219, 6.210, 0.162], [-5.477, 5.327, 0.131], [-7.542, 7.475, 1.219], [-6.687, 8.251, -0.130], [-8.022, 7.125, -0.454], [1.810, 7.707, 5.065], [1.685, 6.817, 3.890], [1.589, 6.116, 2.979], [0.826, 7.885, 5.496], [2.449, 7.240, 5.813], [2.248, 8.658, 4.763], [4.358, -2.081, 7.457], [5.257, -2.755, 6.492], [5.952, -3.281, 5.735], [4.764, -1.105, 7.720], [3.372, -1.950, 7.012], [4.265, -2.685, 8.359]]}


3.
{"formula": "C48H88ClF4N9O11S4", "method": "ωB97M-V/def2-TZVPD", "total_charge": 4, "max_force_ev_per_a": 5.11, "lumo_ev": -8.006, "homo_ev": -14.909, "symbols": ["C", "C", "N", "C", "C", "C", "C", "C", "O", "C", "H", "H", "H", "H", "H", "H", "H", "H", "H", "H", "H", "H", "H", "H", "H", "H", "H", "H", "H", "H", "C", "C", "N", "C", "C", "C", "C", "C", "O", "C", "H", "H", "H", "H", "H", "H", "H", "H", "H", "H", "H", "H", "H", "H", "H", "H", "H", "H", "H", "H", "C", "C", "N", "C", "C", "C", "C", "C", "O", "C", "H", "H", "H", "H", "H", "H", "H", "H", "H", "H", "H", "H", "H", "H", "H", "H", "H", "H", "H", "H", "C", "N", "C", "C", "C", "C", "C", "C", "C", "C", "N", "C", "C", "C", "H", "H", "H", "H", "H", "H", "H", "H", "H", "H", "H", "H", "H", "H", "C", "N", "C", "C", "C", "C", "C", "C", "C", "C", "N", "C", "C", "C", "H", "H", "H", "H", "H", "H", "H", "H", "H", "H", "H", "H", "H", "H", "N", "S", "O", "O", "F", "S", "O", "O", "F", "N", "S", "O", "O", "F", "S", "O", "O", "F", "Cl"], "positions_angstrom": [[3.034, -7.236, 2.109], [3.182, -8.118, 0.867], [3.097, -7.438, -0.558], [1.689, -7.464, -0.972], [3.544, -5.954, -0.519], [3.816, -5.273, -1.865], [3.947, -8.335, -1.427], [3.852, -9.820, -1.275], [2.573, -10.295, -1.426], [2.477, -11.725, -1.128], [2.019, -6.786, 2.227], [3.828, -6.559, 2.286], [3.081, -7.962, 2.976], [2.531, -9.005, 0.860], [4.298, -8.426, 1.007], [1.621, -7.055, -1.973], [1.083, -6.804, -0.352], [1.387, -8.474, -0.987], [4.467, -5.951, -0.037], [2.824, -5.433, 0.079], [4.091, -4.252, -1.643], [3.041, -5.284, -2.690], [4.702, -5.727, -2.310], [5.008, -8.095, -1.173], [3.776, -8.059, -2.461], [4.221, -10.106, -0.277], [4.440, -10.234, -2.090], [1.424, -12.020, -1.220], [2.858, -11.837, -0.089], [3.110, -12.330, -1.788], [4.885, 1.016, 3.557], [5.035, 1.810, 4.784], [3.732, 2.074, 5.491], [2.955, 2.989, 4.659], [2.834, 0.833, 5.881], [3.596, -0.284, 6.566], [4.097, 2.709, 6.820], [4.912, 4.019, 6.805], [4.452, 4.692, 7.971], [5.389, 5.784, 8.098], [4.170, 1.528, 2.949], [4.491, 0.028, 3.770], [5.874, 0.947, 3.074], [5.488, 2.816, 4.626], [5.676, 1.192, 5.362], [2.729, 2.518, 3.727], [3.518, 3.880, 4.413], [2.013, 3.282, 5.159], [2.420, 0.470, 4.910], [2.109, 1.265, 6.528], [2.895, -1.164, 6.631], [3.917, -0.016, 7.588], [4.521, -0.611, 6.018], [4.682, 2.044, 7.453], [3.180, 2.879, 7.305], [4.689, 4.590, 5.926], [5.994, 3.819, 6.837], [5.440, 5.953, 9.193], [5.134, 6.694, 7.559], [6.322, 5.474, 7.727], [-1.122, -0.015, -10.528], [-1.922, 1.077, -9.837], [-2.424, 0.770, -8.372], [-3.248, 1.905, -8.056], [-3.330, -0.496, -8.352], [-4.674, -0.268, -9.053], [-1.215, 0.509, -7.507], [-1.280, 0.989, -6.069], [-2.372, 0.339, -5.464], [-2.574, 0.831, -4.113], [-0.604, 0.524, -11.317], [-1.878, -0.683, -11.026], [-0.379, -0.612, -10.023], [-2.744, 1.435, -10.490], [-1.241, 1.925, -9.668], [-3.664, 1.720, -7.084], [-4.025, 2.136, -8.790], [-2.609, 2.793, -7.905], [-3.403, -0.815, -7.281], [-2.727, -1.286, -8.822], [-5.500, -0.100, -8.338], [-4.832, -1.217, -9.541], [-4.568, 0.497, -9.763], [-0.366, 1.131, -7.920], [-0.885, -0.518, -7.443], [-1.471, 2.053, -6.049], [-0.332, 0.857, -5.643], [-2.791, 1.900, -4.178], [-1.729, 0.748, -3.503], [-3.388, 0.225, -3.761], [3.860, 8.856, -1.058], [2.478, 8.261, -1.100], [1.465, 8.962, -0.639], [0.200, 8.435, -0.690], [-0.013, 7.172, -1.251], [1.122, 6.405, -1.673], [2.351, 7.035, -1.598], [-1.378, 6.660, -1.246], [-2.235, 6.959, -0.175], [-3.498, 6.524, -0.108], [-3.899, 5.606, -1.016], [-3.162, 5.343, -2.072], [-1.859, 5.854, -2.226], [-5.229, 4.982, -0.797], [3.972, 9.229, -0.093], [3.884, 9.698, -1.750], [4.555, 8.072, -1.282], [1.808, 9.917, -0.274], [-0.662, 9.068, -0.473], [0.972, 5.425, -1.985], [3.247, 6.555, -1.979], [-1.919, 7.670, 0.587], [-4.186, 6.865, 0.626], [-3.712, 4.605, -2.749], [-1.273, 5.601, -3.065], [-5.059, 4.021, -0.333], [-5.681, 4.862, -1.762], [-5.809, 5.669, -0.190], [-1.013, 1.018, 1.671], [-2.275, 0.226, 2.060], [-2.408, -0.372, 3.232], [-3.525, -1.258, 3.582], [-4.485, -1.429, 2.559], [-4.295, -0.831, 1.334], [-3.209, -0.052, 1.126], [-5.511, -2.475, 2.662], [-5.116, -3.653, 3.298], [-5.973, -4.752, 3.365], [-7.225, -4.695, 2.840], [-7.660, -3.492, 2.334], [-6.809, -2.376, 2.213], [-8.063, -5.857, 2.845], [-1.128, 1.173, 0.588], [-0.138, 0.362, 1.853], [-0.898, 1.834, 2.407], [-1.618, -0.187, 4.001], [-3.539, -1.692, 4.567], [-4.957, -1.117, 0.462], [-2.976, 0.541, 0.280], [-4.087, -3.664, 3.574], [-5.695, -5.670, 3.856], [-8.666, -3.542, 1.970], [-7.277, -1.486, 1.918], [-8.400, -5.929, 3.882], [-7.554, -6.802, 2.706], [-8.910, -5.687, 2.135], [1.795, 5.603, 0.789], [2.690, 6.311, 1.926], [2.041, 6.641, 3.156], [3.587, 7.208, 1.405], [3.584, 5.122, 2.368], [0.704, 4.512, 1.108], [0.956, 3.519, 2.104], [0.164, 4.132, -0.165], [-0.401, 5.460, 1.764], [-1.439, -3.605, 2.784], [-1.685, -4.090, 1.382], [-0.455, -4.371, 0.631], [-2.801, -3.371, 0.848], [-2.334, -5.531, 1.580], [-0.083, -2.963, 3.416], [-0.496, -2.241, 4.578], [0.894, -2.384, 2.583], [0.485, -4.312, 3.989], [-3.005, 2.393, -0.840]]}